Entry 1:
{"formula": "C4H8N", "method": "wB97M-V/def2-TZVPD", "elements": ["C", "C", "C", "C", "N", "H", "H", "H", "H", "H", "H", "H", "H"], "xyz": [[-1.21208, 0.69793, -0.28395], [-0.04832, -0.04769, -0.41936], [0.35830, -0.60338, -1.77133], [0.50434, 0.03948, 1.91166], [0.81377, -0.20564, 0.56249], [-1.90187, 0.75909, -1.12148], [-0.48794, -0.74738, -2.42749], [-1.38470, 1.30872, 0.58366], [0.90746, -1.52765, -1.62959], [1.02135, 0.11639, -2.24735], [-0.52380, 0.32076, 2.11841], [1.23093, 0.77419, 2.27118], [0.72256, -0.88481, 2.45315]], "total_charge": 1, "homo_ha": -0.591, "lumo_ev": -8.34, "relative_energy_kj_mol": 245.8, "max_force_ev_per_a": 0.9}

Entry 2:
{"formula": "C27H25Cl5N3O3Sr", "method": "wB97M-V/def2-TZVPD", "elements": ["Sr", "C", "N", "C", "C", "C", "N", "C", "C", "C", "C", "C", "C", "C", "O", "C", "C", "C", "N", "C", "C", "C", "C", "C", "C", "C", "O", "H", "H", "H", "H", "H", "H", "H", "H", "H", "H", "H", "H", "H", "H", "H", "H", "H", "H", "H", "H", "H", "H", "H", "H", "H", "Cl", "C", "C", "Cl", "C", "Cl", "C", "O", "C", "Cl", "C", "Cl"], "xyz": [[-0.00946, 0.39070, -0.23014], [-1.00461, -2.13833, 2.43482], [-1.91627, -1.41738, 1.54745], [-2.65893, -2.32620, 0.64788], [-2.13828, -2.40698, -0.78579], [-0.69360, -2.91807, -0.95870], [0.20750, -1.84205, -1.40910], [1.29211, -2.17824, -1.98104], [2.33930, -1.30686, -2.56785], [3.27813, -1.98649, -3.35657], [4.24742, -1.34151, -4.09701], [4.25668, 0.06273, -4.06032], [3.36014, 0.76820, -3.29385], [2.39626, 0.12357, -2.47054], [1.62104, 0.80659, -1.71093], [-2.80980, -0.54608, 2.34823], [-2.99440, 0.86233, 1.78895], [-1.92899, 1.84340, 2.27216], [-0.57960, 1.30063, 2.05024], [0.33007, 1.54396, 2.90374], [1.74589, 1.09336, 2.82343], [2.63641, 1.75376, 3.67939], [3.98622, 1.47544, 3.70154], [4.45622, 0.47916, 2.82868], [3.61375, -0.21183, 1.98844], [2.21392, 0.04989, 1.95281], [1.41521, -0.62471, 1.19489], [-1.55204, -2.78286, 3.14261], [-0.39494, -1.42510, 2.98706], [-0.31623, -2.76001, 1.86837], [-3.69642, -1.98810, 0.61460], [-2.68751, -3.33161, 1.09597], [-2.22293, -1.41999, -1.25210], [-2.82825, -3.03343, -1.35798], [-0.65595, -3.75034, -1.66602], [-0.32604, -3.30960, -0.00927], [1.49003, -3.24592, -2.15022], [3.21488, -3.07163, -3.38552], [4.96239, -1.88954, -4.69586], [4.98534, 0.61398, -4.64776], [3.37001, 1.85065, -3.25673], [-2.37038, -0.46633, 3.34671], [-3.77790, -1.04238, 2.48519], [-3.97155, 1.27031, 2.06254], [-2.98566, 0.81631, 0.69300], [-2.06599, 2.07823, 3.33618], [-2.02546, 2.77182, 1.71147], [0.08102, 2.13747, 3.79504], [2.23243, 2.51940, 4.33737], [4.65643, 2.00730, 4.36313], [5.51610, 0.24200, 2.81464], [3.98866, -0.97778, 1.31921], [-6.03790, 3.15595, -4.39093], [-4.63443, 2.91324, -3.40309], [-3.72040, 1.90128, -3.69250], [-3.96715, 0.88028, -5.07613], [-2.61473, 1.70045, -2.88361], [-1.43696, 0.46761, -3.25164], [-2.36201, 2.47718, -1.71488], [-1.37670, 2.23149, -0.94164], [-3.29021, 3.52375, -1.48219], [-2.97733, 4.56132, -0.12532], [-4.39704, 3.72328, -2.29629], [-5.50250, 5.00552, -1.91423]], "total_charge": -1, "homo_ha": -0.174, "lumo_ev": 2.42, "relative_energy_kj_mol": 70.7, "max_force_ev_per_a": 1.7}

Entry 3:
{"formula": "C8H9NO5V", "method": "wB97M-V/def2-TZVPD", "elements": ["O", "C", "V", "O", "C", "C", "O", "C", "O", "C", "N", "C", "C", "C", "O", "H", "H", "H", "H", "H", "H", "H", "H", "H"], "xyz": [[-0.42281, -2.58996, -1.73358], [-0.30916, -1.48288, -2.11734], [-0.03173, 0.22810, -2.87563], [-1.98919, 0.26943, -5.18520], [-1.13662, 0.25932, -4.37856], [1.81409, 0.27565, -3.32062], [2.96924, 0.31435, -3.16770], [-0.30569, 1.95811, -2.06208], [-0.43186, 3.05675, -1.67135], [0.25482, -0.39062, 3.24545], [-0.40065, -0.03495, 1.98039], [-1.79713, 0.38727, 1.96651], [0.19186, -0.09355, 0.76800], [1.59277, -0.53217, 0.59292], [-0.52068, 0.22106, -0.22497], [-0.46854, -0.25144, 4.07363], [1.12834, 0.26189, 3.42214], [0.57501, -1.44778, 3.23037], [-1.91972, 1.40318, 1.54516], [-2.43313, -0.29913, 1.37417], [-2.17161, 0.39588, 2.99585], [1.57722, -1.39410, -0.08162], [2.12830, 0.28832, 0.10288], [2.10687, -0.80273, 1.52116]], "total_charge": 3, "homo_ha": [-0.753, -0.742], "multiplicity": 3, "lumo_ev": [-16.95, -16.82], "relative_energy_kj_mol": 331.9, "max_force_ev_per_a": 12.2}

Entry 4:
{"formula": "H22O11", "method": "wB97M-V/def2-TZVPD", "elements": ["O", "H", "H", "O", "H", "H", "O", "H", "H", "O", "H", "H", "O", "H", "H", "O", "H", "H", "O", "H", "H", "O", "H", "H", "O", "H", "H", "O", "H", "H", "O", "H", "H"], "xyz": [[1.86422, 0.47647, 1.81767], [2.32779, 0.79645, 2.57203], [1.61915, -0.49059, 1.91720], [0.78306, 2.32395, 1.01981], [1.42104, 2.68387, 0.47683], [1.25620, 1.64879, 1.36818], [3.67523, 0.13412, -0.44481], [3.85423, 0.99541, -0.65028], [2.79058, 0.06324, 0.01288], [-0.90967, -3.10089, 1.03559], [-0.62189, -2.41604, 1.50883], [-1.00774, -2.75864, 0.14048], [-2.39661, -1.64605, -0.68719], [-3.30436, -1.92502, -1.02115], [-2.60902, -0.64570, -0.44272], [-1.01617, -1.47945, -2.76809], [-0.93319, -2.42774, -2.97733], [-1.41722, -1.46089, -1.89304], [-2.24473, 1.96874, -1.87937], [-1.29097, 1.68292, -1.73281], [-2.26858, 2.93278, -2.06074], [1.39894, -1.47989, 2.35935], [1.12467, -1.17572, 3.22454], [2.05792, -2.27394, 2.56228], [0.36373, 1.10768, -2.08197], [0.58817, 0.57120, -2.84316], [0.46649, 0.53439, -1.33998], [-0.03401, -0.50364, 0.19809], [-0.51692, 0.19959, 0.21996], [0.65539, -0.52914, 0.90053], [-2.02659, 1.93315, 0.80626], [-1.31346, 2.59359, 0.69615], [-2.33566, 1.66700, -0.01400]], "total_charge": 0, "homo_ha": -0.385, "lumo_ev": -0.65, "relative_energy_kj_mol": 547.6, "max_force_ev_per_a": 9.9}

Entry 5:
{"formula": "C5H8BrN3", "method": "wB97M-V/def2-TZVPD", "elements": ["C", "C", "C", "C", "C", "N", "N", "N", "Br", "H", "H", "H", "H", "H", "H", "H", "H"], "xyz": [[1.78037, -1.11354, -0.04313], [0.75535, -0.28681, -0.31312], [-1.65140, -1.59280, 0.93424], [0.50379, 2.26673, -0.36326], [-1.58280, -0.66622, -0.26254], [2.89541, -0.34403, -0.11163], [2.56117, 0.87984, -0.33949], [1.22986, 0.97250, -0.40414], [-2.64985, 0.91980, -0.15438], [1.78526, -2.23763, -0.03652], [-0.87331, -2.37037, 0.85920], [-2.60326, -2.15562, 0.79928], [-1.58484, -1.10205, 1.88948], [0.14717, 2.52030, -1.32041], [-0.35938, 2.33877, 0.22730], [1.23609, 3.09816, -0.11621], [-1.58962, -1.12703, -1.24467]], "total_charge": 0, "homo_ha": [-0.347, -0.347], "lumo_ev": [-0.33, -0.32], "relative_energy_kj_mol": 338.1, "max_force_ev_per_a": 5.6}

Entry 6:
{"formula": "C4H8O2", "method": "wB97M-V/def2-TZVPD", "elements": ["C", "C", "C", "O", "C", "O", "H", "H", "H", "H", "H", "H", "H", "H"], "xyz": [[-0.83864, -0.93295, 0.95901], [0.53389, -0.38399, 0.59691], [0.87246, -0.49773, -0.87828], [0.02488, -0.67107, -1.72315], [0.56056, 1.12859, 0.44567], [-0.43943, 1.77408, 0.22990], [-1.01564, -0.86769, 2.03728], [-1.60540, -0.34262, 0.45505], [-0.95035, -1.97495, 0.64476], [1.35812, -0.74541, 1.22554], [1.90477, -0.22649, -1.16930], [1.55639, 1.59641, 0.34878], [-0.93299, 0.77380, -1.81283], [-1.02863, 1.37000, -1.35933]], "total_charge": 0, "homo_ha": -0.371, "lumo_ev": 0.03, "relative_energy_kj_mol": 327.6, "max_force_ev_per_a": 1.4}

Entry 7:
{"formula": "C4H10NO3", "method": "wB97M-V/def2-TZVPD", "elements": ["C", "N", "C", "C", "C", "O", "O", "H", "H", "H", "H", "H", "H", "H", "H", "H", "H", "O"], "xyz": [[-0.14778, -0.41726, -1.58829], [-0.07702, -1.12349, -0.31008], [-1.91845, 0.36851, 0.57870], [-0.59587, -0.37163, 0.83382], [0.48235, 0.59538, 1.40218], [0.97807, 0.31138, 2.50067], [0.74113, 1.58471, 0.66305], [-1.16970, -0.23623, -1.93926], [0.34048, 0.54808, -1.47213], [0.37506, -1.00825, -2.33779], [-0.62345, -1.97436, -0.42430], [-1.79297, 1.10779, -0.19930], [-2.19066, 0.86482, 1.50512], [-2.69950, -0.38855, 0.44923], [-0.77530, -1.09367, 1.63451], [2.25687, 0.57298, -0.34042], [3.66042, -0.00246, -0.23889], [3.15632, 0.66226, -0.71682]], "total_charge": -1, "homo_ha": -0.150, "lumo_ev": 3.90, "relative_energy_kj_mol": 109.8, "max_force_ev_per_a": 1.2}